Record 1
{"formula": "C51H40EuN13O2", "method": "the ωB97M-V functional and the def2-TZVPD basis", "s2": 15.82, "charge": -1, "multiplicity": 8, "e_lumo_ev": [1.9, 1.4], "species": ["Eu", "C", "C", "C", "C", "C", "N", "C", "C", "C", "C", "C", "C", "C", "C", "N", "C", "N", "C", "N", "C", "N", "C", "N", "C", "N", "C", "C", "C", "C", "C", "C", "C", "C", "C", "C", "C", "C", "C", "C", "N", "H", "H", "H", "H", "H", "H", "H", "H", "H", "H", "H", "H", "H", "H", "H", "H", "C", "C", "O", "N", "C", "C", "C", "C", "C", "C", "N", "H", "H", "H", "H", "H", "H", "H", "H", "H", "H", "C", "C", "N", "C", "C", "C", "O", "C", "C", "C", "C", "N", "C", "H", "H", "H", "H", "H", "H", "H", "H", "H", "H", "H", "H", "H", "H", "N", "C"], "coordinates": [[1.17917, -0.22405, 0.09499], [-1.76772, 1.22922, -5.70998], [-0.99787, 2.41873, -5.60539], [0.05162, 2.50914, -4.72269], [0.33023, 1.40154, -3.90320], [1.28464, 1.16468, -2.87823], [2.32572, 2.01763, -2.61251], [3.22852, 1.75295, -1.71910], [4.50559, 2.48250, -1.63969], [5.02122, 3.53747, -2.37488], [6.29284, 3.99072, -2.05089], [7.03150, 3.38880, -1.02528], [6.51304, 2.32200, -0.30455], [5.23853, 1.88367, -0.62589], [4.40093, 0.80004, -0.07911], [4.80790, 0.02299, 0.88625], [4.13122, -1.07975, 1.28251], [2.99800, -1.60947, 0.72147], [2.74822, -2.81765, 1.30580], [1.85045, -3.75385, 0.89783], [1.07444, -3.57532, -0.13656], [0.82014, -2.42796, -0.82882], [0.02440, -2.73659, -1.92132], [-0.38956, -1.95956, -2.86216], [0.06576, -0.67348, -3.02304], [1.06991, -0.06613, -2.33246], [-0.44007, 0.21793, -4.00473], [-1.49176, 0.13072, -4.93260], [-0.29681, -4.17500, -1.87822], [-1.03870, -4.98399, -2.72237], [-1.14039, -6.33052, -2.40182], [-0.50105, -6.85312, -1.27177], [0.25895, -6.03904, -0.44337], [0.34500, -4.69467, -0.76641], [3.70677, -3.04737, 2.34516], [3.89574, -4.10185, 3.24746], [4.95080, -4.02196, 4.12630], [5.83231, -2.91507, 4.11091], [5.66463, -1.88288, 3.21701], [4.58462, -1.94926, 2.32696], [3.20866, 0.78453, -0.74481], [-2.57912, 1.18819, -6.42775], [-1.24305, 3.26338, -6.23888], [0.64956, 3.40968, -4.64708], [4.44537, 3.98293, -3.17620], [6.72424, 4.81854, -2.60050], [8.02171, 3.76261, -0.79473], [7.07706, 1.83681, 0.48181], [-2.07395, -0.77940, -5.01489], [-1.52032, -4.56948, -3.59859], [-1.72008, -6.99031, -3.03572], [-0.59956, -7.90800, -1.04647], [0.77390, -6.42851, 0.42575], [3.22160, -4.94888, 3.24957], [5.11536, -4.81879, 4.84157], [6.65381, -2.88543, 4.81666], [6.33903, -1.03635, 3.19561], [0.84648, 3.23592, 3.18673], [0.92345, 2.98693, 1.71089], [1.61163, 2.08084, 1.25314], [0.20284, 3.80183, 0.91024], [0.18009, 3.64525, -0.53478], [-0.92470, 2.74962, -1.03271], [-1.97812, 3.26699, -1.76487], [-2.96207, 2.40994, -2.24480], [-2.86167, 1.06680, -1.95919], [-1.77428, 0.62899, -1.21267], [-0.82373, 1.44243, -0.75060], [0.29637, 2.39920, 3.62376], [0.35981, 4.17986, 3.43261], [1.85695, 3.22117, 3.59115], [-0.43611, 4.44637, 1.34298], [1.14109, 3.23616, -0.84382], [0.08015, 4.63236, -0.98558], [-2.01107, 4.32779, -1.97764], [-3.78034, 2.78975, -2.84320], [-3.58412, 0.34938, -2.32324], [-1.67610, -0.42207, -0.95578], [-3.27709, 2.27035, 1.67235], [-3.76962, 1.33596, 2.76398], [-5.05504, 0.69937, 2.45835], [-6.24166, 1.54405, 2.44376], [-6.77351, 1.78152, 1.03704], [-5.24991, -0.64363, 2.35412], [-6.36892, -1.13775, 2.30748], [-4.01673, -1.48020, 2.20635], [-3.69866, -2.49961, 3.08791], [-2.52228, -3.20126, 2.88552], [-1.70559, -2.84969, 1.82016], [-2.02225, -1.89195, 0.95040], [-3.16630, -1.24917, 1.13747], [-2.31574, 2.69182, 1.97185], [-3.97464, 3.09349, 1.49188], [-3.12852, 1.73437, 0.73293], [-3.88966, 1.88908, 3.70129], [-3.01628, 0.57778, 2.95051], [-5.97042, 2.48731, 2.92149], [-7.01292, 1.06482, 3.04783], [-6.03363, 2.29044, 0.41671], [-7.67844, 2.39195, 1.06919], [-7.02238, 0.82770, 0.57152], [-4.35350, -2.72059, 3.92178], [-2.21764, -3.99280, 3.55663], [-0.75101, -3.34378, 1.67695], [-3.41003, -0.46436, 0.42787], [-0.66154, 0.33562, 3.11451], [-0.04581, -0.04997, 2.20862]], "atomic_forces_ev_per_a": [[0.822, 0.246, -1.486], [0.033, 0.054, -0.008], [-0.017, -0.060, 0.033], [-0.037, -0.065, -0.013], [-0.040, 0.057, -0.092], [0.115, 0.112, 0.070], [-0.129, -0.237, -0.069], [0.022, 0.034, 0.020], [-0.139, 0.108, -0.005], [0.052, 0.044, -0.025], [-0.008, -0.052, 0.048], [-0.045, 0.018, -0.028], [0.032, -0.013, 0.000], [0.076, -0.042, 0.144], [-0.332, 0.160, -0.271], [-0.075, -0.301, 0.280], [-0.055, 0.225, -0.183], [0.064, 0.118, 0.253], [-0.288, -0.115, -0.265], [0.342, 0.203, 0.307], [-0.142, 0.168, -0.305], [-0.005, -0.009, 0.212], [-0.021, -0.083, 0.151], [0.136, 0.301, -0.141], [-0.066, -0.127, 0.153], [0.061, -0.050, -0.019], [-0.092, 0.027, -0.180], [0.023, 0.042, 0.026], [-0.096, 0.121, -0.056], [-0.053, -0.038, -0.022], [0.038, 0.010, 0.052], [-0.017, 0.038, -0.025], [0.002, -0.030, 0.001], [0.061, -0.007, 0.175], [0.182, -0.150, 0.204], [-0.049, 0.062, -0.090], [0.124, 0.106, 0.026], [-0.067, -0.130, 0.035], [-0.082, 0.020, -0.097], [0.181, -0.143, 0.202], [0.194, -0.219, 0.178], [0.003, 0.019, 0.006], [-0.003, -0.013, -0.010], [0.005, -0.008, 0.007], [-0.007, -0.003, 0.012], [0.006, -0.001, 0.002], [0.003, -0.004, -0.010], [-0.008, 0.011, 0.004], [0.011, -0.001, 0.005], [0.001, 0.008, 0.008], [-0.002, -0.005, 0.006], [0.003, 0.000, -0.007], [-0.004, 0.001, -0.010], [-0.007, 0.008, -0.018], [0.011, 0.010, 0.006], [-0.004, -0.012, 0.004], [-0.005, 0.000, -0.012], [-0.010, 0.043, 0.004], [-0.076, 0.011, 0.118], [0.086, -0.268, -0.267], [-0.017, -0.098, 0.011], [0.012, 0.041, 0.009], [0.028, -0.080, 0.043], [-0.050, 0.000, -0.039], [0.022, 0.070, -0.012], [-0.001, -0.071, -0.017], [0.046, 0.019, 0.101], [-0.171, -0.035, 0.021], [-0.001, 0.005, -0.017], [0.007, -0.006, 0.012], [0.003, 0.007, -0.001], [0.035, 0.019, -0.017], [0.014, 0.008, -0.001], [-0.004, 0.006, -0.006], [-0.004, -0.008, -0.006], [0.004, 0.005, 0.009], [0.001, 0.001, 0.003], [-0.013, -0.001, -0.042], [-0.048, 0.074, -0.017], [-0.135, -0.058, 0.031], [0.109, -0.004, 0.004], [-0.004, -0.002, 0.035], [-0.009, -0.007, -0.022], [0.029, 0.146, -0.169], [-0.013, -0.065, 0.102], [-0.079, -0.025, 0.042], [0.008, -0.030, 0.009], [0.016, 0.018, 0.014], [-0.037, 0.011, 0.034], [-0.051, -0.211, -0.245], [0.164, 0.120, 0.109], [-0.003, -0.042, -0.007], [0.008, -0.024, 0.007], [-0.022, 0.069, 0.072], [-0.008, 0.021, 0.009], [0.009, -0.013, 0.028], [-0.023, 0.011, -0.013], [-0.005, 0.010, 0.017], [-0.002, -0.014, 0.006], [0.012, 0.002, -0.004], [0.003, 0.017, 0.008], [0.003, -0.010, -0.009], [-0.007, 0.006, 0.000], [-0.017, 0.001, -0.033], [-0.013, -0.058, -0.006], [0.010, -0.074, -0.005], [-0.513, 0.047, 0.916]], "mulliken_charge": [0.957, -0.710, -0.687, -0.158, 0.490, -0.310, -0.399, -0.339, 0.167, -0.107, -0.631, -0.617, -0.013, -0.076, -0.111, -0.631, -0.172, -0.310, -0.205, -0.452, -0.825, 0.099, -0.203, -0.411, -0.600, -0.281, 0.357, -0.025, 0.098, -0.038, -0.629, -0.669, -0.155, 0.537, 0.375, -0.318, -0.591, -0.611, -0.261, 0.319, -0.017, 0.393, 0.383, 0.504, 0.564, 0.391, 0.382, 0.552, 0.556, 0.575, 0.392, 0.387, 0.561, 0.526, 0.389, 0.372, 0.522, -1.371, 0.643, -0.410, -0.018, -0.951, 0.586, -1.223, -0.882, -0.635, -0.724, 2.229, 0.251, 0.365, 0.393, 0.303, -0.535, 0.659, 0.463, 0.481, 0.342, 0.164, -0.040, -1.373, 0.371, -0.903, -1.041, 0.294, -0.682, 0.318, -0.529, -1.299, 0.176, 0.417, -0.520, 0.007, 0.533, 0.005, 0.391, 0.475, 0.408, 0.474, 0.200, 0.404, 0.299, 0.488, 0.450, 0.242, 0.550, -0.918, 0.389]}



Record 2
{"formula": "C11H18O3", "method": "the ωB97M-V functional and the def2-TZVPD basis", "multiplicity": 1, "e_lumo_ev": 0.9, "smiles": "CO/C=C/C=C1/OC(C)(C)OC1(C)C", "species": ["O", "O", "O", "C", "C", "C", "C", "C", "C", "C", "C", "C", "C", "C", "H", "H", "H", "H", "H", "H", "H", "H", "H", "H", "H", "H", "H", "H", "H", "H", "H", "H"], "coordinates": [[3.44218, -2.87068, 0.40138], [-0.37958, 1.89295, 0.09103], [-2.38324, 0.78224, -0.18974], [3.03074, -1.56634, 0.29651], [1.69745, -1.21215, 0.24739], [1.22664, 0.16613, 0.24351], [-0.07395, 0.57117, 0.03345], [4.83846, -2.98883, 0.13549], [-2.30436, 2.69014, 1.29773], [-2.12943, 2.93629, -1.20868], [-1.62853, -1.17477, 0.96965], [-1.34537, -0.86688, -1.58700], [-1.80593, 2.06855, -0.00027], [-1.34549, -0.21917, -0.18113], [3.78519, -0.81150, 0.22172], [1.01238, -2.07208, 0.23981], [1.95366, 0.94052, 0.41743], [4.98790, -2.72857, -0.91257], [5.19377, -4.02740, 0.31367], [5.43066, -2.33469, 0.79263], [-1.88709, 3.69998, 1.45447], [-1.99460, 2.08393, 2.18692], [-3.40336, 2.78131, 1.29021], [-1.58170, 3.87421, -1.12595], [-3.18558, 3.20111, -1.19962], [-1.94289, 2.45749, -2.17913], [-1.76871, -0.58609, 1.85339], [-2.56678, -1.69296, 0.78415], [-0.83622, -1.87948, 1.15908], [-1.31065, -0.13814, -2.39789], [-0.49817, -1.52760, -1.70222], [-2.22739, -1.44869, -1.74542]], "atomic_forces_ev_per_a": [[0.219, 0.482, 0.168], [-0.476, -0.002, -0.200], [0.685, 0.154, 0.368], [-2.894, 0.261, -0.146], [2.002, -1.367, 0.076], [-2.148, 0.004, -0.514], [2.040, -0.459, 0.765], [0.220, -0.513, 0.065], [0.056, 0.038, 0.876], [-0.164, 0.291, -0.017], [-0.409, 0.059, -0.529], [0.382, 0.162, 0.455], [-0.226, 0.099, -0.272], [0.035, -0.070, -0.966], [0.591, 0.284, 0.139], [0.126, 0.571, 0.001], [0.128, 0.234, -0.010], [0.386, -0.002, -0.018], [-0.631, 0.624, -0.125], [-0.194, -0.017, -0.205], [-0.093, -0.382, -0.252], [-0.280, 0.317, -0.842], [0.435, -0.152, -0.051], [0.149, -0.020, -0.147], [-0.125, -0.095, 0.106], [0.271, -0.033, 0.456], [0.001, 0.351, 0.600], [-0.015, -0.180, -0.074], [0.219, -0.265, -0.108], [0.136, 0.240, 0.294], [0.333, -0.203, 0.022], [-0.757, -0.410, 0.087]], "mulliken_charge": [-0.381, -0.460, -0.457, -0.690, 0.082, -0.517, -0.041, -0.716, -1.479, -1.510, -1.371, -1.373, 1.336, 1.594, 0.385, 0.296, 0.416, 0.334, 0.242, 0.290, 0.344, 0.324, 0.339, 0.355, 0.370, 0.305, 0.329, 0.388, 0.257, 0.314, 0.300, 0.394]}



What did we get for energy above the lowest of the compared OMol25 structures with the same formula, charge and spin? Answer: 0.0; 0.0 kcal per mole, in the order shown.